# 1
Molecular formula: C2H3INO2
Method: DFT, the ωB97M-V functional and the def2-TZVPD basis

Each line ends with the Löwdin charge.
Atoms and positions in Å:
C 0.8463 -0.9385 0.4127  -0.65
C -1.1254 -1.6373 -0.9232  -0.43
N 0.5142 0.3493 0.7793  0.17
O 1.9013 -1.5344 0.5046  0.04
O -0.1829 -1.7561 0.1004  -0.24
I -2.8212 -0.1167 -0.0436  0.16
H -0.6436 -0.9156 -1.6012  -0.06
H -0.4472 0.3998 0.7641  -0.10
H 1.1057 1.1812 0.7635  0.11

Atoms 1-2, force components in eV/Å:
1.1 -1.0 0.5
0.4 -0.1 0.0

As for the charge: -1. The calculation puts the frontier orbital gap at 0.245 Ha. The HOMO energy is -3.2 eV.

=====

# 2
Molecular formula: C2H3IO
Method: DFT, the ωB97M-V functional and the def2-TZVPD basis

Each line ends with the Löwdin charge.
Atoms and positions in Å:
C -0.7809 -0.8090 -0.2399  -0.32
C -1.2194 0.3439 0.1462  -0.01
O -0.4027 -1.8526 -0.5796  0.16
I 3.2513 0.0837 0.0254  0.47
H -2.2082 0.6926 -0.1602  0.07
H 1.7806 0.5839 0.1888  -0.43
H -0.4206 0.9576 0.6192  0.06

Atoms 1-2, force components in eV/Å:
0.1 -1.6 -0.7
0.5 1.5 0.5

Its SMILES is C=C=O.I. The calculation puts the frontier orbital gap at 0.372 Ha. The HOMO energy is -9.6 eV.

=====

# 3
Molecular formula: C2H3IO
Method: DFT, the ωB97M-V functional and the def2-TZVPD basis

Each line ends with the Löwdin charge.
Atoms and positions in Å:
C -0.2430 -0.2815 -0.8417  -0.81
C 0.3137 0.4134 0.4120  -0.17
O -0.2190 -0.0828 -2.0182  0.03
I -1.2777 -2.0174 -0.0288  0.74
H -0.3740 0.5020 1.2728  0.06
H 0.5513 1.4621 0.4106  0.06
H 1.2486 0.0042 0.7933  0.08

Atoms 1-2, force components in eV/Å:
-0.1 0.2 0.0
0.0 1.3 0.8

Its SMILES is CC(=O)I. The calculation puts the frontier orbital gap at 0.375 Ha. The HOMO energy is -9.7 eV.

=====

# 4
Molecular formula: C2H3IO
Method: DFT, the ωB97M-V functional and the def2-TZVPD basis

Each line ends with the Löwdin spin population.
Atoms and positions in Å:
C 0.7171 0.0254 0.5513  0.05
C -0.3422 0.0401 -0.4188  0.42
O 0.2142 -1.1401 -0.0678  0.05
I -2.3735 0.3418 0.0282  1.21
H 1.6541 0.2517 0.2269  0.01
H 0.3339 0.1038 1.6031  0.01
H -0.2036 0.3774 -1.9228  0.25

Atoms 1-2, force components in eV/Å:
-1.9 -0.2 2.3
2.2 -0.2 -3.7

As for the spin multiplicity: 3. Its expectation value of S² is 2.0117. The calculation puts the frontier orbital gap (alpha / beta) at 0.230 / 0.239 Ha. The HOMO energy (alpha / beta) is -5.5 / -10.1 eV.

=====

Values for ΔE to the lowest compared entry with this formula, charge and spin, kcal/mol, ordered as above
51.9, 23.3, 5.9, 77.8